[1]
C19H20B2Cl2F4N5O2Sn | wB97M-V/def2-TZVPD

* strongest force on any atom: 0.39 eV/Å
* ΔE to the lowest compared entry with this formula, charge and spin: 3.5 kJ/mol
* net charge: -1
* electronic energy: -74683.45710 eV
* LUMO level: 2.57 eV

The geometry in XYZ format:
```
55
Properties=species:S:1:pos:R:3:forces:R:3
Sn -0.020 -0.778 -0.304 0.1 -0.1 -0.1
Cl -3.928 -3.741 0.658 0.0 -0.1 0.0
C -4.175 -2.067 0.282 -0.3 0.1 0.0
C -5.463 -1.531 0.469 0.1 -0.1 0.0
C -5.715 -0.222 0.197 0.1 0.1 0.0
Cl -7.321 0.414 0.443 -0.1 0.0 0.0
C -4.687 0.630 -0.279 0.0 -0.1 0.0
C -4.845 2.002 -0.564 0.0 0.0 0.0
C -3.776 2.730 -1.006 0.0 0.0 0.0
C -2.537 2.083 -1.177 0.0 0.0 0.0
N -2.366 0.812 -0.931 0.1 0.0 0.0
C -3.402 0.074 -0.475 -0.1 0.1 0.0
C -3.114 -1.311 -0.183 0.4 -0.1 -0.1
O -1.926 -1.806 -0.364 -0.2 0.0 0.1
H -6.247 -2.179 0.837 0.0 0.0 0.0
H -5.812 2.466 -0.422 0.0 0.0 0.0
H -3.871 3.786 -1.222 0.0 0.0 0.0
H -1.659 2.623 -1.521 0.0 0.0 0.0
B 2.803 -2.297 -1.503 0.1 -0.1 0.0
N 3.445 -1.540 -0.313 -0.1 0.0 0.1
C 4.720 -1.464 0.102 -0.1 -0.1 -0.1
C 4.756 -0.711 1.259 0.0 0.1 0.0
C 3.413 -0.360 1.480 0.1 -0.1 0.0
N 2.639 -0.871 0.532 0.0 0.0 0.0
N 1.823 -3.367 -0.920 0.0 0.0 0.1
C 1.977 -4.690 -0.802 0.0 0.1 0.0
C 0.857 -5.217 -0.178 0.1 0.0 0.0
C 0.044 -4.110 0.063 -0.1 0.0 0.0
N 0.642 -3.009 -0.382 -0.1 0.1 -0.1
H 3.663 -2.869 -2.128 0.0 0.0 0.0
H 2.145 -1.533 -2.178 0.0 0.0 0.0
H 5.501 -1.951 -0.461 0.0 0.0 0.0
H 5.618 -0.453 1.851 0.0 0.0 0.0
H 2.965 0.213 2.275 0.0 0.0 0.0
H 2.876 -5.152 -1.176 0.0 0.0 0.0
H 0.659 -6.247 0.062 0.0 0.0 0.0
H -0.934 -4.042 0.512 0.0 0.0 0.0
F -0.234 -1.279 1.908 0.1 0.3 0.1
B -0.478 -0.028 2.690 -0.1 -0.2 -0.1
F -1.446 0.669 1.952 0.1 0.0 0.0
F -0.910 -0.382 3.945 0.0 0.0 -0.1
F 0.717 0.682 2.706 0.0 0.0 0.0
C 1.563 4.461 0.073 0.0 0.0 0.0
C 2.725 3.970 -0.791 0.0 0.0 0.0
C 2.106 2.771 -1.509 0.1 0.0 0.1
O 1.051 2.302 -0.672 -0.2 0.1 -0.1
C 0.928 3.140 0.479 0.0 0.0 0.0
H 0.862 5.052 -0.523 0.0 0.0 0.0
H 1.881 5.061 0.925 0.0 0.0 0.0
H 3.544 3.638 -0.150 0.0 0.0 0.0
H 3.115 4.720 -1.479 0.0 0.0 0.0
H 2.821 1.961 -1.669 0.0 0.0 0.0
H 1.684 3.057 -2.478 0.0 0.0 0.0
H 1.451 2.685 1.325 0.0 0.0 0.0
H -0.129 3.207 0.738 0.0 0.0 0.0
```
Positions in Å, forces in eV/Å.

[2]
C29H63F4N2O29P3PtS4 | wB97M-V/def2-TZVPD

* strongest force on any atom: 10.99 eV/Å
* net charge: 0
* electronic energy: -178774.83120 eV
* LUMO level (alpha / beta): -1.46 / -3.91 eV
* 2S+1: 3

The geometry in XYZ format:
```
135
Properties=species:S:1:pos:R:3:forces:R:3
Pt -1.888 -0.786 0.937 0.8 -1.0 0.6
N -1.028 0.434 -0.522 4.8 -0.3 -2.9
S -1.524 1.708 -1.231 -7.2 4.5 0.4
O -1.417 1.807 -2.672 0.7 -0.3 1.9
O -1.460 2.849 -0.366 0.9 -0.3 -1.1
F -3.058 1.262 -0.989 0.0 0.3 -0.5
S 0.506 0.557 -1.309 3.8 -4.1 -1.2
O 1.282 1.754 -1.104 -1.6 -0.8 0.5
O 0.721 -0.108 -2.595 -1.5 1.3 1.8
F 1.110 -0.575 -0.383 0.2 0.3 0.9
N -3.674 -1.104 1.923 -4.2 3.1 -0.7
S -5.202 -0.319 2.205 -1.1 9.1 -1.2
O -5.028 0.730 3.201 0.2 -2.4 -0.3
O -6.460 -0.952 2.077 0.4 -0.9 0.1
F -5.214 0.651 0.938 0.7 -1.0 -0.7
S -4.150 -2.138 2.929 5.5 -8.1 4.9
O -5.092 -3.041 2.425 -1.6 -0.9 -0.2
O -4.023 -1.904 4.354 -1.0 0.9 -1.8
F -2.775 -3.025 2.729 0.2 0.2 -0.1
C -1.105 7.316 -0.837 -0.5 1.7 0.6
O -1.704 6.219 -1.471 3.1 0.5 0.1
C -2.946 5.928 -1.376 -4.0 1.3 1.6
O -3.859 6.555 -0.803 2.4 -1.2 -1.1
O -3.064 4.810 -2.044 -1.2 -1.7 -1.1
C -4.283 4.080 -1.952 -2.0 -0.2 1.0
H -1.321 7.441 0.225 -0.2 -0.8 0.1
H -1.494 8.253 -1.238 0.1 0.0 -0.4
H -0.023 7.293 -0.949 -0.2 -0.4 -0.3
H -5.140 4.653 -1.597 0.5 0.8 0.2
H -4.220 3.284 -1.210 0.5 0.0 -0.1
H -4.737 3.655 -2.848 1.3 0.1 -0.7
C -4.268 -0.941 -2.748 0.6 0.1 0.0
C -4.629 -1.965 -1.680 -1.5 1.3 -0.8
O -3.994 -3.193 -1.934 3.0 -1.7 1.0
P -2.472 -3.523 -1.381 -3.3 0.8 -1.0
O -2.166 -2.647 -0.213 0.7 -0.1 0.0
O -1.590 -3.331 -2.661 -1.2 1.2 0.6
C -0.179 -3.433 -2.744 0.5 -2.7 0.2
C 0.088 -4.914 -2.498 1.0 -0.4 -0.3
O -2.545 -5.075 -1.073 0.0 0.9 -0.7
C -2.996 -5.500 0.227 0.9 -0.2 1.5
C -2.953 -6.988 0.385 -0.8 -0.2 -0.6
H -3.272 -0.514 -2.629 0.1 -0.1 0.2
H -4.251 -1.420 -3.726 -0.2 -0.1 0.0
H -4.948 -0.091 -2.809 -0.1 -0.1 0.2
H -4.562 -1.631 -0.645 0.6 0.0 0.0
H -5.692 -2.167 -1.820 0.0 -0.3 0.1
H 0.118 -3.154 -3.754 -0.2 0.3 0.2
H 0.442 -2.945 -1.992 -0.7 0.9 0.0
H -0.179 -5.237 -1.492 0.5 0.4 0.2
H -0.459 -5.645 -3.094 0.0 0.5 -0.6
H 1.158 -5.022 -2.681 0.1 -0.6 0.2
H -2.229 -5.121 0.903 -0.6 0.6 0.4
H -4.024 -5.225 0.461 0.3 0.9 -0.2
H -2.019 -7.386 -0.009 -0.3 -0.4 0.0
H -3.112 -7.267 1.426 0.5 0.3 0.2
H -3.878 -7.346 -0.069 0.5 -0.7 -0.6
C 3.571 -2.754 -1.748 -1.7 -0.6 0.7
C 4.295 -3.852 -1.092 3.1 0.1 1.3
O 5.174 -3.179 -0.132 -0.2 -0.1 1.5
P 5.269 -3.664 1.417 -0.2 -1.4 -1.3
O 4.035 -4.229 2.023 0.9 0.6 -0.8
O 5.852 -2.374 2.105 0.7 -0.8 -0.2
C 5.086 -1.142 2.197 1.2 0.0 -1.2
C 4.943 -0.412 0.789 -0.8 0.1 1.6
O 6.490 -4.761 1.300 -1.2 1.6 0.1
C 6.203 -6.092 0.802 0.8 -0.6 1.4
C 7.547 -6.809 0.896 -0.1 0.4 0.1
H 3.026 -3.285 -2.529 -0.2 0.9 -0.6
H 2.883 -2.394 -0.981 -0.4 0.2 -0.3
H 4.189 -1.895 -2.001 0.1 -0.5 -0.6
H 3.798 -4.618 -0.497 -0.9 0.1 -0.6
H 5.028 -4.314 -1.754 -0.3 -0.3 -0.3
H 4.226 -1.392 2.817 -0.6 0.4 -0.7
H 5.720 -0.491 2.798 0.1 -0.2 0.1
H 4.990 0.634 1.094 -0.3 0.2 -0.4
H 5.725 -0.543 0.043 0.3 -0.5 0.5
H 3.990 -0.606 0.298 0.0 0.0 0.1
H 5.512 -6.554 1.508 -0.1 0.0 -0.1
H 5.766 -6.218 -0.189 0.1 0.9 -0.2
H 8.325 -6.263 0.362 -0.2 -0.1 -0.4
H 7.897 -6.773 1.928 -0.2 -0.3 0.1
H 7.456 -7.835 0.541 0.2 0.0 0.0
C -2.729 4.857 2.137 0.2 -1.1 0.4
C -2.740 3.425 2.686 -0.5 0.5 -0.8
O -1.453 3.086 3.224 -0.5 0.2 0.2
P -1.125 1.623 3.592 0.4 0.2 -0.1
O -1.389 0.687 2.407 0.7 0.9 2.2
O 0.386 1.821 4.051 -0.4 -0.9 -0.8
C 1.381 1.193 3.216 1.1 -0.8 -0.1
C 2.791 1.447 3.819 -0.6 0.2 -0.5
O -1.848 1.373 4.976 0.3 1.3 -2.2
C -1.647 0.226 5.742 -0.3 -2.1 1.1
C -1.247 0.598 7.140 -0.5 0.5 1.0
H -2.768 5.548 2.979 -0.4 0.2 -0.2
H -1.829 5.102 1.573 0.0 -0.3 -0.1
H -3.594 4.857 1.474 -0.1 0.8 0.1
H -3.532 3.334 3.430 0.3 0.0 0.4
H -3.000 2.698 1.916 0.2 0.1 -0.2
H 1.090 0.143 3.158 0.5 -0.2 0.2
H 1.313 1.525 2.179 0.0 0.6 0.1
H 3.583 1.558 3.078 -0.3 0.0 -0.5
H 2.718 2.425 4.296 0.2 -0.1 0.3
H 3.179 0.667 4.473 -0.5 0.1 0.4
H -2.625 -0.257 5.724 0.2 -0.4 0.3
H -0.922 -0.486 5.346 0.1 0.2 -0.5
H -0.241 0.997 7.269 -0.1 0.3 -0.4
H -2.007 1.301 7.485 0.3 0.5 0.1
H -1.319 -0.181 7.900 -0.1 -0.6 -0.5
C 4.113 3.909 -1.362 0.3 1.8 0.8
C 3.631 5.038 -0.362 0.4 -1.0 -1.7
C 2.113 5.104 -0.285 0.1 -0.8 -1.7
O 1.857 4.898 1.075 -1.6 0.7 -0.3
C 2.980 4.951 1.776 -0.1 -0.4 2.4
O 2.986 4.993 2.980 0.3 -0.1 -1.0
O 4.054 4.867 0.999 0.4 0.2 -0.8
H 5.181 4.029 -1.544 0.1 -0.3 0.3
H 3.682 4.166 -2.330 -0.4 -0.2 0.0
H 3.855 2.894 -1.062 -0.1 0.2 0.1
H 3.963 6.014 -0.718 0.6 -0.1 0.1
H 1.632 4.365 -0.929 0.1 -0.7 0.6
H 1.740 5.994 -0.794 -0.1 0.7 1.2
C 0.454 1.938 -5.754 1.4 2.7 1.3
C -0.718 1.185 -6.165 0.1 -1.8 1.0
C -1.158 0.085 -5.162 0.9 -1.0 -1.3
O -2.583 0.153 -5.240 0.5 -2.0 0.7
C -2.887 1.401 -5.511 -0.7 0.3 0.5
O -3.895 1.933 -5.174 -0.4 0.3 -0.4
O -1.888 1.955 -6.166 0.5 2.5 -1.4
H 1.402 1.425 -5.594 -0.4 -0.7 -0.1
H 0.246 2.493 -4.837 0.0 -0.1 0.2
H 0.687 2.722 -6.476 -0.1 0.0 -0.2
H -0.387 0.836 -7.145 -1.3 -0.6 -0.4
H -0.853 0.142 -4.120 0.1 0.6 -0.3
H -0.751 -0.843 -5.566 -0.6 -0.4 0.2
```
Positions in Å, forces in eV/Å.

[3]
C33H45FFeN4O6PS4Si | wB97M-V/def2-TZVPD

* strongest force on any atom: 0.51 eV/Å
* net charge: 0
* electronic energy: -150816.26139 eV
* LUMO level (alpha / beta): 0.20 / -1.20 eV
* 2S+1: 6

The geometry in XYZ format:
```
96
Properties=species:S:1:pos:R:3:forces:R:3
Fe -0.444 -0.550 0.854 -0.5 0.0 0.1
S -0.908 1.411 -0.568 0.1 0.1 0.0
C -0.586 1.170 -2.227 -0.1 0.1 0.2
N -1.319 1.843 -3.147 0.1 0.1 -0.1
C -0.995 1.725 -4.558 0.0 0.0 0.0
C 0.504 1.656 -4.708 -0.1 0.0 0.0
N 0.982 0.517 -3.947 0.0 -0.1 -0.1
C 2.162 -0.146 -4.482 0.2 0.1 0.1
C 3.355 0.779 -4.572 0.0 -0.1 0.0
C 3.910 1.096 -5.805 0.0 0.0 0.0
C 5.032 1.911 -5.886 0.0 0.0 0.0
C 5.602 2.419 -4.730 0.0 0.0 0.0
C 5.043 2.118 -3.493 0.0 0.0 0.0
C 3.926 1.303 -3.414 0.0 0.0 0.0
C 0.483 0.336 -2.691 -0.1 0.0 0.1
S 1.274 -0.780 -1.584 0.0 -0.1 0.1
C -2.326 2.853 -2.815 0.0 0.0 0.0
C -1.789 4.250 -3.029 0.0 0.0 0.0
C -2.283 5.052 -4.051 0.0 0.0 0.0
C -1.752 6.316 -4.276 0.0 0.0 0.0
C -0.717 6.783 -3.482 0.0 0.0 0.0
C -0.223 5.989 -2.453 0.0 0.0 0.0
C -0.756 4.731 -2.226 0.0 0.0 0.0
H -1.379 2.602 -5.078 0.0 0.0 0.0
H -1.461 0.830 -4.986 0.0 0.0 0.0
H 0.954 2.585 -4.340 0.0 0.0 0.0
H 0.789 1.524 -5.751 0.0 0.0 0.0
H 1.919 -0.522 -5.480 0.0 0.0 0.0
H 2.400 -0.992 -3.844 0.0 0.1 -0.1
H 3.468 0.697 -6.712 0.0 0.0 0.0
H 5.457 2.149 -6.852 0.0 0.0 0.0
H 6.483 3.045 -4.790 0.0 0.0 0.0
H 5.481 2.517 -2.588 0.0 0.0 0.0
H 3.494 1.064 -2.449 0.0 0.0 0.0
H -2.628 2.701 -1.783 0.0 0.0 0.0
H -3.191 2.683 -3.459 0.0 0.0 0.0
H -3.098 4.691 -4.669 0.0 0.0 0.0
H -2.145 6.934 -5.074 0.0 0.0 0.0
H -0.299 7.765 -3.659 0.0 0.0 0.0
H 0.577 6.356 -1.823 0.0 0.0 0.0
H -0.382 4.112 -1.419 0.0 0.0 0.0
F -3.653 -2.351 6.452 0.0 0.1 0.0
C -3.959 -1.376 5.582 0.0 -0.1 0.0
C -4.063 -1.633 4.276 0.1 0.0 0.1
N -4.411 -0.668 3.365 0.0 0.1 -0.1
C -4.289 -0.933 1.943 0.1 0.1 0.0
C -2.897 -0.604 1.410 0.0 0.2 0.2
O -2.550 -1.125 0.319 0.3 -0.2 -0.1
O -2.133 0.125 2.084 0.0 -0.1 -0.1
C -4.626 0.644 3.749 -0.1 -0.1 0.0
O -4.961 1.517 2.980 0.1 0.0 0.0
N -4.466 0.871 5.104 0.0 0.0 0.0
C -4.127 -0.034 6.106 0.1 0.1 0.1
O -3.990 0.316 7.259 0.0 -0.1 -0.1
H -3.878 -2.624 3.889 0.0 0.0 0.0
H -5.025 -0.332 1.413 0.0 0.0 0.0
H -4.479 -1.988 1.758 -0.1 0.0 0.0
H -4.583 1.830 5.395 0.0 0.0 0.0
C 1.156 -4.890 4.579 -0.1 0.1 0.0
C 2.031 -3.656 4.456 0.0 -0.1 0.0
C 2.856 -3.655 3.188 0.0 0.1 0.0
O 1.238 -2.457 4.601 0.0 0.1 0.0
P 0.306 -1.671 3.573 -0.1 -0.2 0.0
S -0.878 -2.810 2.469 0.3 0.1 -0.2
S 1.422 -0.440 2.414 -0.1 -0.1 -0.3
O -0.583 -0.844 4.578 -0.1 -0.1 0.1
C -0.215 -0.135 5.795 0.1 0.0 0.0
C -0.053 -1.091 6.962 0.0 0.0 -0.1
C 0.991 0.760 5.591 0.0 0.0 0.0
H 1.789 -5.767 4.723 0.0 0.0 0.0
H 0.551 -5.028 3.684 0.0 0.0 0.0
H 0.487 -4.797 5.435 0.0 0.0 0.0
H 2.693 -3.607 5.323 0.0 0.0 0.0
H 2.200 -3.761 2.325 0.0 0.0 -0.1
H 3.552 -4.495 3.207 0.0 0.0 0.0
H 3.421 -2.729 3.086 0.0 0.0 0.0
H -1.091 0.487 5.976 -0.1 0.0 0.0
H 0.897 -1.621 6.907 0.0 0.0 0.0
H -0.862 -1.819 6.971 -0.1 0.0 0.0
H -0.093 -0.523 7.892 0.0 0.0 0.0
H 1.885 0.169 5.388 0.0 0.0 0.0
H 1.155 1.342 6.499 0.0 0.0 0.0
H 0.833 1.444 4.758 0.0 0.0 0.0
C -1.104 -2.981 -1.916 0.0 -0.3 0.2
Si 0.714 -2.810 -2.260 -0.2 0.1 -0.1
C 0.998 -3.193 -4.071 0.1 0.2 0.0
C 1.936 -3.760 -1.231 -0.1 -0.1 0.1
H -1.518 -3.874 -2.392 0.1 0.0 -0.1
H -1.654 -2.116 -2.294 0.0 0.0 0.1
H -1.315 -3.067 -0.847 0.0 0.2 0.0
H 0.643 -4.213 -4.241 0.0 0.0 0.0
H 2.053 -3.163 -4.352 0.0 0.0 0.0
H 0.436 -2.536 -4.738 0.0 0.0 0.0
H 1.775 -4.837 -1.310 0.0 0.0 0.0
H 1.881 -3.475 -0.179 0.0 0.0 0.1
H 2.944 -3.540 -1.588 0.0 0.0 0.0
```
Positions in Å, forces in eV/Å.